1.
C6H3NO | ωB97M-V/def2-TZVPD

Computed properties:
Max |F|: 0.1835 hartree/bohr
Kohn-Sham gap: 7.74 eV
Net charge: 0
Total energy: -9803.50712 eV
LUMO energy: -2.3511 eV
Energy relative to the best compared isomer or geometry (same formula, charge and spin): 2.700 eV
SMILES string: N#CC1=CC(=O)C=C1

Last column: Löwdin charge in e.
Atoms and positions in Å:
H 0.40 -2.19 -0.24  0.143
C 0.45 -1.10 -0.14  0.040
N -3.21 -0.26 0.27  0.162
H 1.55 2.14 0.22  0.111
C 1.53 -0.21 -0.18  -0.259
C -0.39 1.15 -0.12  -0.068
O 2.74 -0.46 0.33  0.032
C -2.02 -0.26 -0.03  -0.145
C -0.59 -0.25 -0.25  -0.249
H -1.16 1.97 0.30  0.182
C 0.98 1.27 -0.08  0.051



2.
C3H9NO2 | ωB97M-V/def2-TZVPD

Computed properties:
Max |F|: 0.0656 hartree/bohr
Kohn-Sham gap: 9.93 eV
Net charge: 0
Total energy: -8841.37657 eV
LUMO energy: 0.6041 eV
Energy relative to the best compared isomer or geometry (same formula, charge and spin): 1.579 eV
SMILES string: CN(C)C=O.O

Last column: Löwdin charge in e.
Atoms and positions in Å:
C 0.33 -0.31 0.67  -0.046
C 0.92 1.86 -0.35  -0.058
O -3.39 -2.08 0.68  -0.091
H -3.75 -2.61 1.43  0.047
H -0.13 2.02 -0.05  0.088
C 1.89 -0.18 -1.15  -0.356
H 1.57 2.35 0.39  0.098
H 1.08 2.34 -1.33  0.100
H 1.42 -1.19 -1.29  0.141
N 1.00 0.43 -0.41  -0.225
H -0.75 -0.10 0.58  0.085
H 0.67 0.00 1.67  0.094
O 2.80 0.40 -1.77  -0.012
H 0.49 -1.39 0.56  0.089
H -4.15 -1.54 0.37  0.047



3.
C21H27N4 | ωB97M-V/def2-TZVPD

Computed properties:
Max |F|: 0.0380 hartree/bohr
Kohn-Sham gap: 6.03 eV
Net charge: +1
Total energy: -28167.04450 eV
LUMO energy: -4.6087 eV
Energy relative to the best compared isomer or geometry (same formula, charge and spin): 2.456 eV

Last column: Löwdin charge in e.
Atoms and positions in Å:
H -4.03 0.53 0.95  0.077
C -1.96 0.47 -2.89  0.019
C 2.80 2.10 1.83  -0.018
H 0.72 0.93 3.25  0.073
H -2.03 -2.68 -1.55  0.130
C 4.92 1.31 2.76  -0.052
C -2.31 -0.90 -2.75  -0.227
H -0.81 2.11 -2.11  0.124
H 1.61 -1.70 -0.69  0.148
C 4.79 0.07 2.12  0.012
H -5.04 -1.03 -4.47  0.086
C 1.61 0.31 0.34  -0.131
C -3.12 1.10 1.15  -0.028
H -0.15 -0.56 2.77  0.081
H -1.70 2.61 3.74  0.099
N -2.28 0.60 1.98  0.001
H 4.94 -2.39 1.03  0.089
C -1.10 1.07 -1.98  -0.011
H 5.80 1.51 3.39  0.115
H -2.36 1.02 -3.74  0.128
H -3.07 -2.03 -5.69  0.088
C 2.65 0.87 1.21  -0.129
C -0.89 -1.02 -0.77  -0.039
C 3.95 2.31 2.62  -0.050
H 2.04 2.87 1.68  0.112
H -1.60 -2.42 -4.74  0.091
H -0.74 0.43 4.15  0.095
C -4.61 -1.45 -3.55  -0.067
H 4.08 3.27 3.12  0.113
N -1.05 1.26 2.22  -0.292
C -1.76 -1.63 -1.66  0.020
N -3.17 -1.52 -3.67  -0.252
H -2.98 2.06 0.62  0.077
H 5.54 -0.71 2.20  0.111
H 0.37 2.02 0.16  0.133
H 4.29 -2.61 -0.62  0.111
C -1.23 2.62 2.73  -0.071
N 3.27 -1.23 0.59  -0.049
H -4.89 -0.82 -2.69  0.090
H -5.03 -2.46 -3.40  0.087
H -0.48 -1.60 0.06  0.115
C -2.70 -2.39 -4.72  -0.068
H -1.85 3.21 2.05  0.073
C 2.07 -0.99 -0.01  0.074
C -0.26 0.46 3.15  -0.083
C 4.03 -2.46 0.43  0.017
C 0.44 0.95 -0.04  0.086
C 3.65 -0.12 1.35  -0.152
H -3.09 -3.41 -4.58  0.084
H 3.44 -3.32 0.76  0.109
H -0.24 3.07 2.82  0.079
C -0.52 0.33 -0.92  -0.227



4.
C25H39N3O7S5Si3V | ωB97M-V/def2-TZVPD

Computed properties:
⟨S²⟩: 0.781
Max |F|: 0.0110 hartree/bohr
Kohn-Sham gap (alpha / beta): 6.12 / 6.76 eV
Net charge: 0
Total energy: -148858.07822 eV
LUMO energy (alpha / beta): -1.4377 / -0.8158 eV
Energy relative to the best compared isomer or geometry (same formula, charge and spin): 0.038 eV
Multiplicity: 2

Last column: Mulliken spin population.
Atoms and positions in Å:
H 3.37 0.80 3.37  0.000
C -1.89 1.69 2.16  0.012
C 1.33 -0.19 -0.07  -0.049
C 2.75 1.37 -2.44  0.004
H 2.99 3.00 1.88  0.000
O -3.97 -5.13 -3.91  0.000
C 0.08 -2.03 2.17  0.007
C 0.96 4.62 -1.91  -0.001
H 3.24 -3.11 0.04  0.000
H -1.17 3.96 0.74  0.001
O -5.26 -5.39 2.11  0.000
H 2.93 -2.60 -2.10  0.000
C 0.40 1.82 3.60  -0.001
C -2.77 -1.29 0.57  -0.001
H 1.82 4.06 -1.54  0.000
H 1.02 4.70 -2.99  0.000
H 3.75 2.37 0.42  0.000
C 2.60 -1.68 -2.59  0.005
H 1.81 1.61 -2.93  -0.001
C 4.40 -0.35 -0.67  -0.002
H 3.52 1.23 -3.21  0.000
H 5.11 -0.41 -1.50  0.000
C 0.41 1.37 2.29  0.018
H -0.80 2.57 5.22  0.000
S -3.29 1.27 -2.80  0.002
H -0.08 6.46 0.76  0.000
H 2.13 3.10 0.33  0.000
H -2.91 2.44 3.87  0.000
C 0.80 5.95 -1.17  0.000
H 3.27 -2.44 1.68  0.000
C -0.93 4.65 -0.07  0.003
H 0.96 -3.62 -1.32  0.000
C -1.95 2.15 3.46  -0.003
C -3.68 -3.87 -2.00  -0.001
Si 2.67 -0.21 -1.42  0.010
C -4.35 -4.83 -1.26  0.000
N -5.19 -5.59 0.91  0.000
H 4.69 0.50 -0.05  0.000
C -0.78 2.22 4.20  0.002
H 2.33 -3.89 1.33  0.000
C 2.79 2.48 0.94  0.000
H -2.79 1.59 1.57  -0.003
H -1.84 5.17 -0.36  -0.001
H -4.14 -3.29 1.76  0.000
H 2.65 -0.80 3.14  0.000
H 4.03 -0.29 2.16  0.000
H 3.06 2.22 -1.83  0.000
C -3.16 -2.73 -1.44  0.002
O -1.72 -0.81 -0.07  -0.044
O -3.24 -0.82 1.57  -0.004
H -0.74 -1.32 2.24  -0.001
H -2.63 -2.00 -2.06  0.002
O 0.17 2.35 -0.89  -0.048
S -1.48 1.32 -3.77  0.005
H 1.00 5.08 0.79  0.000
H 0.74 -1.86 3.02  0.000
C 3.10 0.05 2.62  -0.002
H 1.33 1.85 4.15  0.000
C -3.32 -2.52 -0.08  -0.004
C 0.21 -3.08 -0.74  0.011
O -2.92 -3.25 -4.08  0.000
H 0.09 6.59 -1.71  0.000
C 0.24 5.59 0.20  -0.001
N -3.52 -4.10 -3.46  0.000
Si 1.04 -1.98 0.54  -0.013
V -0.61 0.56 -0.53  1.248
O -5.61 -6.58 0.35  0.000
H -0.43 -2.55 -1.44  -0.005
N -0.74 1.31 1.58  -0.035
H 1.62 -1.86 -3.04  -0.001
C -4.49 -4.59 0.09  0.000
H 4.52 -1.25 -0.07  0.000
H -4.74 -5.72 -1.72  0.000
S -2.79 1.87 -0.90  -0.038
H -0.34 -3.03 2.29  0.000
H 3.30 -1.48 -3.40  0.001
H 1.74 6.48 -1.12  0.000
C -4.00 -3.45 0.70  0.000
S -0.50 3.61 -1.50  0.003
C 2.64 -2.92 0.93  -0.003
S -0.43 -0.12 -2.73  -0.095
Si 1.97 0.84 1.35  0.021
H -0.40 -3.83 -0.22  0.001



5.
C5H9ClN2 | ωB97M-V/def2-TZVPD

Computed properties:
Max |F|: 0.1676 hartree/bohr
Kohn-Sham gap: 9.85 eV
Net charge: 0
Total energy: -20827.68770 eV
LUMO energy: 0.8972 eV
Energy relative to the best compared isomer or geometry (same formula, charge and spin): 6.168 eV

Last column: Löwdin charge in e.
Atoms and positions in Å:
H -0.62 -1.62 0.68  0.091
N 2.10 0.03 -0.41  -0.066
H -2.06 1.18 1.20  0.188
Cl -3.37 -0.62 -0.16  0.499
C -0.17 -0.62 0.77  -0.155
H 0.16 -0.46 1.91  0.149
H -2.35 1.06 -1.46  0.089
H 3.75 -1.20 -0.47  0.015
C 0.27 1.33 0.03  -0.150
C -1.14 0.57 0.49  -0.386
H -1.09 -0.63 -1.53  0.184
H 1.87 -1.88 0.18  0.117
C -1.90 0.19 -0.82  -0.610
C 2.74 -1.15 -0.29  0.010
H 0.89 1.59 0.99  0.122
N 0.75 0.00 -0.37  -0.237
H 0.17 2.22 -0.76  0.140



6.
C3H13N2O | ωB97M-V/def2-TZVPD

Computed properties:
Max |F|: 0.0378 hartree/bohr
Kohn-Sham gap: 11.28 eV
Net charge: +1
Total energy: -8342.97610 eV
LUMO energy: -2.9353 eV
Energy relative to the best compared isomer or geometry (same formula, charge and spin): 1.006 eV

Last column: Löwdin charge in e.
Atoms and positions in Å:
H 2.48 0.40 3.25  0.043
H -0.66 0.59 -2.19  0.131
H -0.42 -0.97 1.19  0.170
C 1.06 -1.32 -0.10  0.001
H 0.90 -2.37 -0.30  0.105
C -1.43 -0.66 -0.63  -0.100
H -1.35 -1.50 -1.33  0.136
O 2.70 0.57 2.33  -0.063
H -2.29 -0.88 0.00  0.128
H 1.59 -0.78 -0.89  0.109
H 1.74 -1.11 0.73  0.081
C -1.45 0.62 -1.42  -0.244
H -2.43 0.80 -1.90  0.128
N -1.10 1.80 -0.58  -0.002
H -0.98 2.58 -1.21  0.091
H 0.05 0.43 0.23  0.131
H 3.65 0.44 2.47  0.056
N -0.18 -0.58 0.28  0.004
H -1.87 1.95 0.07  0.093



7.
C4H4N2O | ωB97M-V/def2-TZVPD

Computed properties:
Max |F|: 0.0577 hartree/bohr
Kohn-Sham gap: 11.03 eV
Net charge: 0
Total energy: -9237.65905 eV
LUMO energy: 0.9708 eV
Energy relative to the best compared isomer or geometry (same formula, charge and spin): 2.829 eV
SMILES string: c1cnoc1.C#N

Last column: Löwdin charge in e.
Atoms and positions in Å:
H 0.63 -0.87 1.46  0.109
H 2.05 1.25 0.58  0.071
N 0.00 -0.95 -0.48  0.032
O 0.32 -0.29 -1.60  -0.024
C 0.70 -0.44 0.48  -0.168
H 1.45 1.26 -2.12  0.113
C -2.66 -0.40 1.00  -0.115
N -2.93 0.59 0.47  0.053
C 1.23 0.61 -1.33  -0.108
H -2.36 -1.31 1.52  0.060
C 1.58 0.55 0.00  -0.025



8.
C9H16N2O2 | ωB97M-V/def2-TZVPD

Computed properties:
Max |F|: 0.0874 hartree/bohr
Kohn-Sham gap: 10.09 eV
Net charge: 0
Total energy: -16666.92572 eV
LUMO energy: 0.5221 eV
Energy relative to the best compared isomer or geometry (same formula, charge and spin): 2.382 eV
SMILES string: O=c1cc[nH]c(=O)[nH]1.CCCCC

Last column: Löwdin charge in e.
Atoms and positions in Å:
N 1.20 -0.28 -0.40  0.214
H 0.22 -0.33 -0.66  0.098
H -1.02 2.49 -1.59  0.120
O 0.90 1.98 -0.16  -0.003
H -1.32 -0.21 -1.28  0.119
C -1.86 0.02 -0.31  -0.255
H 4.11 -2.00 0.10  0.111
C -1.31 1.27 0.36  -0.286
C -1.29 2.56 -0.46  -0.135
H -0.80 3.28 0.18  0.065
H -2.12 -0.75 1.61  0.135
N 2.99 1.11 0.14  0.127
H -2.87 0.13 -0.67  0.113
H -2.32 2.92 -0.38  0.064
H -0.30 1.00 0.65  0.064
C 2.03 -1.45 -0.33  -0.411
H -0.74 -1.34 0.86  0.046
H -1.98 -2.68 -0.92  0.084
C 3.84 0.04 0.33  -0.077
C 1.62 1.00 -0.15  -0.455
C -2.47 -2.37 0.01  -0.087
H -3.50 -2.11 -0.06  0.061
H 4.88 0.28 0.61  0.139
C 3.42 -1.19 0.06  -0.003
H 3.26 2.02 0.43  0.143
H -2.40 -3.18 0.73  0.062
O 1.54 -2.53 -0.55  0.085
C -1.71 -1.17 0.64  -0.258
H -1.97 1.46 1.22  0.121